# C4H10O2

The molecule C4H10O2 at a distorted geometry (ωB97M-V/def2-TZVPD, the OMol25 dataset).

Output
2S+1: 1
Calculated total energy, hartree: -308.8308
Gap between HOMO and LUMO, Ha: 0.40772

```
16
C4H10O2 ωB97M-V/def2-TZVPD
C -0.94784 1.68133 0.96623
C -0.66268 0.22311 0.66066
O -0.24859 -0.15011 2.04399
C 0.40925 0.03556 -0.36273
C 0.67168 -1.34151 -1.12690
O 1.71664 -0.99741 -1.96791
H -1.66201 1.82199 1.77796
H -1.46288 2.10513 0.15459
H -0.10366 2.35934 1.19160
H -1.53296 -0.40870 0.49106
H -0.12847 -1.17878 2.15309
H 0.16650 0.58743 -1.32539
H 1.36478 0.35211 0.09045
H 0.94745 -2.05469 -0.32810
H -0.24697 -1.44636 -1.67815
H 1.71979 -1.58845 -2.74047
```

# C44H56BBrClN2O5PS2Ta

A structure of composition C44H56BBrClN2O5PS2Ta at a distorted geometry (ωB97M-V/def2-TZVPD, the OMol25 dataset).

Output
2S+1: 2
Calculated total energy, hartree: -6450.0125
Gap between HOMO and LUMO (spin up / spin down), Ha: 0.26606 / 0.28815

```
114
C44H56BBrClN2O5PS2Ta ωB97M-V/def2-TZVPD
Ta -0.34385 -1.10034 1.38509
N 0.45204 -2.73822 -2.31122
C -0.30111 -3.50471 -3.16921
C 0.22086 -4.12131 -4.27928
C -0.62000 -4.79413 -5.19461
C -1.96951 -4.86249 -5.00713
C -2.52983 -4.29464 -3.83380
C -3.90357 -4.38119 -3.50808
C -4.35482 -3.86958 -2.32894
C -3.42579 -3.26829 -1.44931
N -2.15593 -3.15001 -1.72264
C -1.70180 -3.63865 -2.90654
H 1.43312 -2.94852 -2.24909
H 0.01114 -2.43215 -1.45588
H 1.28798 -4.07207 -4.46391
H -0.17407 -5.25439 -6.06748
H -2.61435 -5.35623 -5.72314
H -4.58163 -4.86208 -4.20393
H -5.39815 -3.93167 -2.05031
H -3.75663 -2.87942 -0.48981
C 7.12876 1.72713 0.51449
C 6.81447 0.23799 0.31317
C 7.34697 -0.21166 -1.05337
C 7.53382 -0.56724 1.39566
C 5.29794 0.03888 0.37033
C 4.67135 -0.56859 1.45417
C 3.30341 -0.72157 1.43722
Br 2.46257 -1.40387 2.99318
C 2.50876 -0.31320 0.36260
O 1.19055 -0.63916 0.41906
C 3.09003 0.42063 -0.67109
C 4.48278 0.54181 -0.63417
C 2.35659 1.19276 -1.78920
C 0.83445 1.05117 -1.78055
C 2.67725 2.68407 -1.59948
C 2.86240 0.72005 -3.15753
H 8.20953 1.88939 0.53544
H 6.70875 2.08795 1.45586
H 6.71047 2.33130 -0.29335
H 8.43308 -0.09673 -1.08548
H 6.92762 0.37738 -1.87040
H 7.10815 -1.26152 -1.23783
H 8.61279 -0.45879 1.27290
H 7.29283 -1.63081 1.32997
H 7.28253 -0.21797 2.39948
H 5.22646 -0.91039 2.31482
H 4.95062 1.09552 -1.43937
H 0.40310 1.41558 -0.84623
H 0.51436 0.02381 -1.94257
H 0.42583 1.66081 -2.59072
H 2.36388 3.01963 -0.60824
H 2.13738 3.27229 -2.34523
H 3.74272 2.89617 -1.70683
H 2.64478 -0.34074 -3.30116
H 3.93647 0.86913 -3.28051
H 2.35572 1.27834 -3.94820
C 1.06520 0.05893 6.88729
C 0.45468 0.98606 5.86765
O -0.47997 0.21031 5.08264
P -1.11023 0.81386 3.75128
S -2.23180 -0.71135 3.09167
S 0.24748 1.43760 2.48306
O -1.98147 2.00006 4.33450
C -2.65667 2.94406 3.45667
C -4.05537 2.48495 3.12684
H 1.74960 0.61384 7.53093
H 1.61948 -0.74130 6.39593
H 0.29074 -0.38954 7.50968
H 1.21219 1.40097 5.20044
H -0.08783 1.80616 6.33941
H -2.05591 3.07640 2.55588
H -2.66191 3.87916 4.01193
H -4.03703 1.54509 2.57703
H -4.54764 3.23648 2.50672
H -4.64099 2.34630 4.03638
C -4.68692 5.65073 -1.15027
C -4.93473 4.64722 -2.27599
C -4.50740 5.29472 -3.59947
C -6.43643 4.33104 -2.33074
C -4.16505 3.33850 -2.05009
C -4.04339 2.41501 -3.09410
C -3.36660 1.20274 -2.95494
C -2.82263 0.93829 -1.72061
O -2.09065 -0.14405 -1.31762
B -1.73510 0.06931 0.03151
O -2.31431 1.31972 0.42417
C -2.95418 1.81978 -0.67512
C -3.60895 3.02437 -0.80405
H -5.20407 6.58506 -1.37809
H -3.62318 5.87239 -1.03746
H -5.07006 5.29363 -0.19220
H -4.96612 6.28168 -3.69741
H -4.81363 4.70404 -4.46385
H -3.42289 5.41516 -3.64079
H -7.01893 5.24543 -2.47525
H -6.76312 3.85792 -1.40227
H -6.66242 3.64749 -3.15163
H -4.48994 2.63853 -4.05460
H -3.26419 0.50833 -3.77895
H -3.66758 3.69903 0.03830
Cl 1.66332 -3.88473 0.64648
C 1.04291 -4.32460 2.22720
C 1.88221 -4.98277 3.10366
C 1.46625 -5.18230 4.41177
C 0.23106 -4.69634 4.81630
C -0.61355 -4.07676 3.90516
C -0.24836 -3.89396 2.56911
C -1.11144 -3.21305 1.54933
H 2.85676 -5.31533 2.77018
H 2.11360 -5.69571 5.11126
H -0.07707 -4.79805 5.84928
H -1.58020 -3.70785 4.22788
H -2.15284 -3.19187 1.87523
H -1.05597 -3.72027 0.58510
```